Entry from the Open Molecules 2025 dataset: C38H72N2O11Pb as an isolated structure at a distorted geometry (wB97M-V/def2-TZVPD).

Last column: Löwdin charge in e.
Geometry (Å):
H (-5.7843, -4.9576, -23.8980)  0.11
H (-3.6217, -17.7436, -8.4395)  0.10
H (-3.4631, -9.1956, -13.0542)  0.10
C (-4.1913, -10.0527, -11.0344)  -0.18
O (-11.1903, -10.5504, -13.5537)  0.08
O (1.3734, -13.4246, -18.1739)  0.09
C (-3.8061, -17.8091, -22.8504)  -0.13
O (-13.4109, -10.1075, -13.3599)  0.07
C (-13.4027, -8.3267, -11.7517)  -0.33
H (-1.5028, -18.7938, -20.7827)  0.11
H (-2.8276, -18.8596, -24.4860)  0.12
H (-4.0506, -10.0745, -22.7596)  0.07
H (-2.6085, -21.6433, -12.1338)  0.08
C (-6.1859, -5.9574, -23.7334)  -0.21
N (-3.7421, -18.8336, -11.1250)  -0.07
H (5.7553, -12.3822, -18.2034)  0.09
C (-13.5452, -6.8726, -12.2381)  -0.01
H (-6.6315, -20.0361, -10.3942)  0.08
H (-6.4562, -10.0397, -24.3237)  0.08
H (4.9303, -13.5439, -20.0642)  0.13
H (-6.7347, -6.1071, -24.6632)  0.10
H (-5.2994, -9.1621, -25.3374)  0.08
H (-4.8329, -16.6612, -9.6613)  0.07
C (-5.6138, -20.1718, -10.0282)  -0.01
Pb (-5.8544, -14.8181, -16.7762)  0.32
C (4.1155, -12.8851, -20.3645)  -0.06
C (-12.4283, -16.9865, -19.4614)  -0.17
C (-2.4686, -19.5598, -11.1052)  -0.46
C (2.4416, -13.0629, -18.7432)  -0.47
H (-5.6188, -17.1657, -11.0047)  0.07
H (-0.8515, -18.0750, -11.8231)  0.06
H (-12.0670, -18.2358, -17.7517)  0.11
H (-3.6915, -8.6971, -21.7658)  0.09
C (-2.4549, -18.9428, -21.2921)  -0.19
H (-1.4427, -21.4976, -10.9314)  0.08
H (-0.9564, -19.8783, -9.4795)  0.11
H (-5.1086, -20.9880, -10.5445)  0.07
H (-8.3773, -7.4075, -24.0385)  0.07
H (-13.5162, -8.4788, -10.6784)  0.15
C (-1.8190, -19.2567, -9.7196)  -0.16
H (6.2236, -11.0268, -19.2541)  0.09
C (-12.1345, -9.8184, -13.1143)  -0.40
H (5.2216, -10.7548, -17.8390)  0.09
H (-13.2006, -16.4921, -18.8722)  0.11
C (-14.2308, -9.3450, -12.4952)  -0.11
H (3.7925, -10.8363, -19.9112)  0.15
O (2.9060, -13.4965, -19.9504)  0.04
H (-1.1904, -18.9327, -22.9976)  0.12
C (-2.6581, -11.6448, -11.8321)  -0.16
O (3.1458, -11.9998, -18.3205)  0.10
H (-7.6957, -5.2206, -22.4664)  0.13
H (-2.8715, -12.7044, -11.6915)  0.12
H (-4.3698, -9.0935, -10.5484)  0.10
H (-3.1693, -21.5295, -10.5566)  0.06
H (-5.0994, -10.6082, -10.8002)  0.11
C (-2.9538, -10.7799, -10.6150)  -0.19
C (-2.0942, -19.4733, -22.7166)  -0.22
H (-4.8617, -18.0766, -22.8993)  0.11
C (-3.9967, -18.7462, -8.6454)  -0.16
C (-8.0372, -7.0377, -20.6756)  -0.06
H (-3.6012, -16.9076, -23.4277)  0.11
H (-11.0814, -16.3281, -20.8720)  0.10
H (-4.3643, -6.8984, -24.5984)  0.12
C (-5.5219, -17.4522, -9.9575)  -0.03
O (-12.1001, -8.7862, -12.0852)  0.02
C (-6.9215, -5.9875, -22.4412)  -0.19
H (-14.5925, -6.8327, -12.5375)  0.08
H (-8.5444, -8.8130, -22.9219)  0.09
C (-11.0746, -16.3134, -19.7821)  -0.14
O (-4.4053, -18.8512, -12.3806)  -0.11
C (4.0913, -11.6874, -19.2993)  -0.35
H (-15.1263, -8.9279, -12.9558)  0.14
C (-2.4155, -21.0939, -11.2124)  -0.05
H (-0.6291, -19.6148, -12.3447)  0.07
O (-10.0652, -17.1772, -19.1246)  -0.15
C (-11.9748, -18.2612, -18.8375)  -0.19
C (-4.1283, -9.9277, -12.5964)  -0.16
H (-6.4222, -17.3751, -9.3479)  0.08
H (-5.0102, -9.7037, -13.1966)  0.11
H (-8.7483, -6.2175, -20.5769)  0.08
H (-4.3736, -6.3916, -22.9629)  0.11
H (-1.5496, -18.2033, -9.7960)  0.11
H (-12.5746, -19.1528, -19.0200)  0.11
H (-13.2870, -6.1180, -11.4951)  0.08
H (-1.6197, -11.3970, -12.0520)  0.11
C (-4.9693, -6.9400, -23.6927)  -0.13
C (-8.5041, -7.7268, -23.0041)  -0.04
H (-7.3061, -6.9690, -19.8701)  0.08
H (-3.1426, -8.7587, -23.4432)  0.08
O (-3.3068, -17.8116, -21.4725)  -0.13
H (-8.6537, -7.8409, -20.2719)  0.07
C (-1.4478, -18.9135, -12.1831)  -0.01
O (-6.3506, -9.5819, -21.1887)  -0.14
H (-12.8345, -17.0189, -20.4724)  0.10
C (-3.9748, -8.9873, -22.7775)  -0.04
C (-7.3780, -7.3858, -22.0446)  -0.47
H (-14.5015, -10.0936, -11.7506)  0.14
H (-2.3087, -19.4208, -7.5145)  0.10
C (-3.1880, -19.1039, -23.4868)  -0.24
C (-2.6894, -19.6327, -8.5136)  -0.17
C (-10.5058, -18.4758, -19.1427)  -0.25
H (-4.6065, -18.8748, -7.7511)  0.11
H (-12.8548, -6.6467, -13.0507)  0.09
N (-6.2626, -8.3942, -22.1519)  -0.04
H (-2.9048, -20.6742, -8.2751)  0.10
H (-3.9207, -19.9052, -23.5820)  0.12
H (-9.9875, -19.0127, -18.3482)  0.12
H (-5.7599, -20.4545, -8.9856)  0.07
H (-2.9954, -19.7044, -20.7300)  0.11
H (-3.2976, -11.4197, -9.8022)  0.11
H (-10.1838, -18.8878, -20.0991)  0.12
H (-6.7774, -8.5178, -25.0146)  0.06
C (5.4169, -11.4499, -18.6555)  -0.04
H (4.1522, -12.4812, -21.3762)  0.13
C (-5.9910, -9.0698, -24.5000)  -0.02
O (-3.6713, -11.3081, -12.8958)  -0.18
C (-5.3347, -8.3915, -23.2516)  -0.49
H (-2.1066, -10.1637, -10.3141)  0.11
H (-2.0044, -18.5898, -13.0625)  0.07
H (-1.9805, -20.5568, -22.7522)  0.12
H (-9.4428, -7.2337, -22.7514)  0.09
C (-4.7902, -18.8562, -9.9922)  -0.41
H (-6.2490, -5.5499, -21.7034)  0.12
H (-10.9104, -15.2490, -19.6145)  0.12

For the lowest unoccupied orbital energy, the calculation gives -3.40 eV. The largest force on an atom comes out at 0.123 Eh/bohr. The calculation puts the HOMO energy at -4.572 eV. For the HOMO-LUMO gap, the calculation gives 0.0432 Ha. The total energy comes out at -71304.2660 eV.